1.
A structure of composition C21H33CoN4O10S. Source: OMol25; level of theory: wB97M-V/def2-TZVPD.

Last column: Löwdin spin population.
Cartesian coordinates (Å):
1 Co -0.1138 0.2856 0.5887  3.20
2 C -2.0122 4.0792 3.5996  0.00
3 N -2.2312 3.1160 2.5173  0.01
4 C -3.3521 3.4091 1.6221  0.00
5 C -1.4512 2.0849 2.3130  0.01
6 O -1.6569 1.2425 1.3954  0.08
7 C -0.2408 1.8659 3.2112  0.00
8 O 0.5379 0.8063 2.6657  0.04
9 C 0.7468 -0.3563 3.4602  0.00
10 C 0.0726 -1.5468 2.7899  0.01
11 O -0.3847 -1.3930 1.6273  0.08
12 N -0.0007 -2.6926 3.4243  0.00
13 C -0.6695 -3.8453 2.8191  0.00
14 C 0.5522 -2.9151 4.7616  0.00
15 H -2.9814 4.4440 3.9308  0.00
16 H -1.4217 4.9240 3.2445  0.00
17 H -1.5202 3.6192 4.4514  0.00
18 H -4.2878 3.3269 2.1729  0.00
19 H -3.3504 2.7114 0.7931  0.00
20 H -3.2436 4.4268 1.2501  0.00
21 H -0.5657 1.6219 4.2247  0.00
22 H 0.3755 2.7651 3.2498  0.00
23 H 0.3640 -0.2058 4.4697  0.00
24 H 1.8228 -0.5347 3.5188  0.00
25 H -1.2641 -3.5231 1.9716  0.00
26 H -1.3153 -4.3021 3.5668  0.00
27 H 0.0740 -4.5736 2.4959  0.00
28 H 1.3280 -2.1950 5.0018  0.00
29 H 1.0010 -3.9058 4.7840  0.00
30 H -0.2373 -2.8716 5.5121  0.00
31 C -2.9602 -4.4170 -1.3142  0.00
32 C -1.5215 -3.9407 -1.4725  0.00
33 C -1.4109 -2.5873 -2.1627  0.01
34 S -2.2075 -1.2900 -1.1704  0.03
35 O -1.0410 -0.2851 -0.9090  0.19
36 C -3.2585 -0.4135 -2.3545  0.01
37 C -2.5378 0.5649 -3.2745  0.00
38 C -1.6585 -0.0710 -4.3435  0.00
39 H -2.9922 -5.4002 -0.8486  0.00
40 H -3.4536 -4.4983 -2.2839  0.00
41 H -3.5498 -3.7420 -0.6885  0.00
42 H -0.9656 -4.6510 -2.0874  0.00
43 H -1.0106 -3.9005 -0.5070  0.00
44 H -1.8797 -2.5932 -3.1456  0.00
45 H -0.3797 -2.2471 -2.2625  0.00
46 H -3.9973 0.0920 -1.7318  0.00
47 H -3.7679 -1.2142 -2.8970  0.00
48 H -1.9533 1.2591 -2.6689  0.00
49 H -3.3243 1.1576 -3.7458  0.00
50 H -0.7568 -0.5186 -3.9234  0.00
51 H -1.3370 0.6844 -5.0580  0.00
52 H -2.1977 -0.8372 -4.9030  0.00
53 O 0.9886 1.8261 -0.1168  0.13
54 C 1.9247 1.0065 -0.3584  0.02
55 O 1.7772 -0.1626 0.1327  0.17
56 C 3.0737 1.3363 -1.2250  0.00
57 C 3.3118 0.5052 -2.3123  0.00
58 C 4.3477 0.8212 -3.1661  0.00
59 C 5.1718 1.9113 -2.9656  0.00
60 C 4.9064 2.7022 -1.8645  0.00
61 C 3.8669 2.4510 -0.9915  0.00
62 N 5.7654 3.8840 -1.6106  0.00
63 O 6.6431 4.1036 -2.4084  0.00
64 O 5.5153 4.5332 -0.6181  0.00
65 N 4.5736 -0.0491 -4.3429  0.00
66 O 5.5523 0.1713 -5.0115  0.00
67 O 3.7723 -0.9453 -4.5182  0.00
68 H 2.7109 -0.3711 -2.5065  0.00
69 H 5.9859 2.1392 -3.6389  0.00
70 H 3.6994 3.1181 -0.1582  0.00

Cartesian forces (eV/Å) of the 2 atoms listed first:
-0.2 -0.4 0.3
0.0 0.0 0.0

## Properties
**Total charge**: +2
**Spin multiplicity**: 5
**Kohn-Sham gap (spin up / spin down)**: 10.14 / 6.77 eV
**HOMO (spin up / spin down)**: -15.17 / -15.20 eV

2.
A structure of composition C21H33KN3O6PS5 in a non-equilibrium geometry. Source: OMol25; level of theory: wB97M-V/def2-TZVPD.

Last column: Löwdin charge in e.
Cartesian coordinates (Å):
1 K 10.3570 8.1779 8.0276  0.53
2 C 13.6167 9.8952 10.6078  -0.53
3 C 12.3999 10.5187 11.2883  -0.56
4 S 10.9828 10.4144 10.2408  0.86
5 C 9.7272 9.8658 11.4297  -0.49
6 C 10.0763 8.6831 12.3117  -0.55
7 S 10.3810 7.1500 11.4826  0.88
8 C 11.9776 6.6161 12.1450  -0.54
9 C 13.2733 7.4149 12.0340  -0.44
10 S 13.3970 8.1105 10.3369  0.90
11 H 14.5302 10.1210 11.1477  0.07
12 H 13.7455 10.2933 9.5489  0.05
13 H 12.6387 11.5123 11.6230  0.07
14 H 12.1836 9.9146 12.1558  0.03
15 H 8.9149 9.5027 10.7786  0.05
16 H 9.3533 10.6733 12.0337  0.08
17 H 9.2715 8.5538 12.9890  0.06
18 H 10.9707 8.8875 12.8881  0.05
19 H 12.1197 5.6146 11.6564  0.08
20 H 11.8872 6.3837 13.2131  0.08
21 H 14.0593 6.6808 12.1796  0.07
22 H 13.2523 8.2342 12.7063  0.05
23 O 16.8334 5.3675 10.7855  -0.10
24 C 15.7155 4.7608 10.8871  -0.70
25 O 15.1280 4.1178 11.7582  -0.05
26 C 14.8382 4.8799 9.6260  -0.21
27 C 15.0886 5.9219 8.7467  -0.09
28 C 14.1569 6.2810 7.8151  -0.14
29 C 12.9350 5.5848 7.7558  -0.09
30 C 12.7390 4.5893 8.7340  -0.15
31 N 13.6464 4.2518 9.6526  0.11
32 H 16.0174 6.4415 8.8150  0.10
33 H 14.3385 7.0879 7.1564  0.09
34 H 12.1571 5.8211 7.0060  0.09
35 H 11.7899 4.0858 8.8869  0.10
36 C 6.2365 9.3383 9.8160  -0.03
37 C 6.8212 7.9816 9.8896  -0.39
38 C 6.5892 7.2008 11.0051  -0.03
39 C 7.0178 5.8799 10.9713  -0.38
40 N 7.5069 5.3410 9.8862  0.09
41 C 7.7317 6.1562 8.8100  -0.90
42 S 8.3059 5.6045 7.3010  0.44
43 N 7.4433 7.5089 8.8399  0.02
44 C 6.9987 5.0072 12.2169  -0.04
45 H 5.9910 9.7212 10.7844  0.07
46 H 5.3530 9.3061 9.2345  0.08
47 H 6.9095 10.0467 9.3204  0.08
48 H 6.1039 7.6459 11.8515  0.09
49 H 7.7128 8.8119 7.3602  0.02
50 H 6.9558 3.9723 11.8640  0.07
51 H 6.0779 5.2220 12.8506  0.09
52 H 7.8505 5.1017 12.8574  0.05
53 C 14.8897 12.6312 7.0924  -0.35
54 P 13.2518 11.7935 7.0537  0.80
55 C 12.7048 12.1631 5.3253  -0.29
56 C 12.2202 12.9226 8.0672  -0.31
57 H 14.7790 13.6331 6.6498  0.02
58 H 15.6976 12.0862 6.5047  0.05
59 H 15.2781 12.7400 8.1354  0.03
60 H 12.5460 13.1945 5.0986  0.02
61 H 11.7949 11.6435 5.1277  0.00
62 H 13.5224 11.7705 4.7210  0.03
63 H 12.0778 13.8616 7.5963  0.01
64 H 12.7626 13.1266 9.0215  0.04
65 H 11.2812 12.4709 8.3985  -0.01
66 O 8.3974 11.5331 5.6098  -0.35
67 S 8.9394 10.5106 6.5091  0.34
68 O 9.0505 10.9054 7.9339  -0.43
69 O 10.1927 9.9033 6.0640  -0.45
70 O 7.9017 9.2801 6.5028  -0.24

Cartesian forces (eV/Å) of the 2 atoms listed first:
0.1 -0.4 0.1
-0.2 0.0 -1.3

## Properties
**Total charge**: -2
**Kohn-Sham gap**: 6.18 eV
**HOMO**: -2.58 eV

| no. | E (Eh) |
| --- | --- |
| 1 | -3571.6890 |
| 2 | -4368.1076 |